# 1
{
  "formula": "C36H48CrN4O8PSe",
  "method": "the ωB97M-V functional and the def2-TZVPD basis",
  "total_charge": -2,
  "spin_multiplicity": 2,
  "species": ["Cr", "C", "N", "C", "C", "C", "C", "C", "C", "C", "N", "C", "C", "C", "C", "C", "C", "N", "C", "C", "H", "H", "H", "H", "H", "H", "H", "H", "H", "H", "H", "H", "H", "H", "H", "H", "H", "H", "H", "H", "C", "C", "C", "C", "O", "P", "O", "O", "O", "C", "C", "C", "C", "H", "H", "H", "H", "H", "H", "H", "H", "H", "H", "H", "H", "H", "H", "H", "H", "H", "H", "O", "Se", "O", "O", "O", "C", "C", "C", "C", "C", "C", "N", "C", "C", "C", "C", "C", "C", "H", "H", "H", "H", "H", "H", "H", "H", "H", "H"],
  "coordinates": [[0.705, 1.033, -0.529], [-1.502, 2.472, 1.112], [-0.788, 2.694, -0.150], [-0.147, 4.009, -0.202], [-1.776, 2.630, -1.208], [-2.851, 3.498, -1.231], [-3.880, 3.346, -2.145], [-3.827, 2.282, -3.027], [-2.734, 1.448, -3.057], [-1.643, 1.624, -2.184], [-0.512, 0.880, -2.128], [-0.118, 0.033, -3.096], [-0.555, 0.013, -4.440], [-0.223, -1.022, -5.285], [0.585, -2.060, -4.851], [1.180, -1.960, -3.600], [0.882, -0.909, -2.757], [1.638, -0.652, -1.548], [2.978, -0.247, -1.994], [1.657, -1.843, -0.700], [-2.043, 3.373, 1.436], [-0.802, 2.188, 1.894], [-2.218, 1.661, 0.964], [-0.792, 4.788, 0.223], [0.078, 4.256, -1.238], [0.803, 3.997, 0.323], [-2.911, 4.295, -0.502], [-4.722, 4.025, -2.143], [-4.647, 2.101, -3.710], [-2.754, 0.606, -3.725], [-1.125, 0.840, -4.826], [-0.586, -1.016, -6.305], [0.796, -2.907, -5.488], [1.893, -2.716, -3.295], [3.558, -1.120, -2.330], [3.517, 0.289, -1.214], [2.877, 0.449, -2.827], [2.392, -2.584, -1.045], [0.662, -2.283, -0.719], [1.885, -1.557, 0.325], [-3.990, -3.033, -0.742], [-2.726, -2.816, -1.577], [-2.151, -4.167, -2.026], [-3.067, -1.962, -2.797], [-1.699, -2.191, -0.824], [-1.972, -0.885, 0.142], [-3.085, -0.049, -0.348], [-0.597, -0.337, 0.411], [-2.552, -1.560, 1.515], [-1.822, -2.206, 2.539], [-0.910, -1.203, 3.237], [-0.994, -3.367, 1.989], [-2.873, -2.729, 3.532], [-4.755, -3.514, -1.350], [-4.339, -2.064, -0.400], [-3.773, -3.651, 0.128], [-2.875, -4.690, -2.647], [-1.909, -4.783, -1.163], [-1.245, -3.996, -2.603], [-3.854, -2.431, -3.389], [-2.176, -1.830, -3.408], [-3.399, -0.995, -2.430], [-0.192, -0.818, 2.520], [-0.388, -1.666, 4.070], [-1.495, -0.363, 3.603], [-0.292, -2.981, 1.259], [-1.637, -4.100, 1.504], [-0.448, -3.852, 2.797], [-3.434, -1.892, 3.939], [-2.382, -3.260, 4.343], [-3.571, -3.398, 3.035], [4.372, 2.547, -1.454], [2.989, 3.294, -1.140], [2.863, 4.632, -2.022], [1.729, 2.278, -1.604], [2.812, 3.646, 0.414], [6.277, 0.124, 2.254], [5.570, 1.146, 2.869], [4.252, 1.379, 2.562], [3.527, 0.614, 1.609], [4.286, -0.399, 0.985], [5.613, -0.623, 1.297], [2.188, 0.857, 1.417], [1.627, 1.303, 2.610], [1.635, 0.453, 3.733], [1.149, 0.870, 4.953], [0.666, 2.159, 5.120], [0.693, 3.028, 4.040], [1.154, 2.608, 2.809], [7.308, -0.075, 2.514], [6.062, 1.777, 3.602], [3.756, 2.203, 3.047], [3.841, -1.064, 0.268], [6.140, -1.424, 0.790], [2.035, -0.549, 3.633], [1.160, 0.190, 5.797], [0.321, 2.494, 6.091], [0.367, 4.055, 4.167], [1.281, 3.310, 2.004]],
  "lowdin_charge": [0.903, -0.058, -0.209, -0.071, -0.200, -0.035, -0.109, -0.106, -0.052, -0.206, 0.007, -0.208, -0.040, -0.120, -0.121, -0.043, -0.196, -0.226, -0.068, -0.082, 0.095, 0.062, 0.074, 0.091, 0.100, 0.037, 0.106, 0.084, 0.092, 0.080, 0.103, 0.093, 0.083, 0.109, 0.100, 0.052, 0.103, 0.093, 0.071, 0.071, -0.038, -0.631, -0.024, -0.019, -0.169, 0.359, -0.232, -0.311, -0.153, -0.636, -0.037, -0.019, -0.032, 0.082, 0.071, 0.074, 0.078, 0.075, 0.076, 0.087, 0.072, 0.061, 0.055, 0.087, 0.099, 0.065, 0.076, 0.085, 0.080, 0.078, 0.074, -0.471, 0.714, -0.497, -0.513, -0.475, -0.147, -0.113, -0.028, -0.290, -0.051, -0.121, 0.029, -0.335, -0.069, -0.121, -0.128, -0.100, -0.066, 0.075, 0.089, 0.111, 0.061, 0.088, 0.121, 0.091, 0.079, 0.096, 0.078]
}

---

# 2
{
  "formula": "C36H48FeO3SSe",
  "method": "the ωB97M-V functional and the def2-TZVPD basis",
  "total_charge": -2,
  "spin_multiplicity": 5,
  "species": ["Fe", "C", "C", "C", "C", "C", "C", "C", "Se", "C", "C", "C", "C", "C", "C", "O", "C", "C", "C", "C", "C", "C", "C", "C", "C", "O", "C", "C", "C", "C", "C", "C", "H", "H", "H", "H", "H", "H", "H", "H", "H", "H", "H", "H", "H", "H", "H", "H", "H", "H", "H", "H", "H", "H", "H", "H", "H", "H", "H", "H", "H", "H", "H", "H", "H", "H", "H", "H", "H", "H", "H", "H", "S", "C", "C", "C", "C", "C", "C", "H", "H", "H", "H", "H", "C", "C", "O", "H", "H", "H"],
  "coordinates": [[-0.011, 1.720, -2.520], [2.238, -2.938, 3.681], [2.817, -3.039, 2.261], [2.420, -4.399, 1.687], [4.350, -2.988, 2.346], [2.304, -1.884, 1.408], [1.563, -2.055, 0.251], [1.110, -0.976, -0.487], [0.093, -1.288, -2.086], [-1.678, -1.140, -1.356], [-2.234, -2.202, -0.658], [-3.496, -2.126, -0.098], [-4.193, -0.924, -0.277], [-3.690, 0.162, -0.966], [-2.380, 0.074, -1.548], [-1.890, 1.074, -2.203], [-4.478, 1.465, -1.101], [-3.688, 2.622, -0.472], [-5.838, 1.401, -0.397], [-4.743, 1.766, -2.583], [-4.132, -3.256, 0.707], [-4.393, -2.783, 2.146], [-3.237, -4.493, 0.773], [-5.467, -3.671, 0.070], [1.377, 0.371, -0.109], [0.951, 1.372, -0.787], [2.156, 0.553, 1.081], [2.575, -0.565, 1.780], [2.577, 1.924, 1.637], [4.113, 1.989, 1.681], [2.025, 2.077, 3.064], [2.108, 3.149, 0.843], [2.591, -3.766, 4.304], [1.148, -2.965, 3.650], [2.532, -2.004, 4.159], [2.814, -5.198, 2.321], [2.818, -4.537, 0.681], [1.336, -4.509, 1.636], [4.732, -3.813, 2.956], [4.689, -2.053, 2.790], [4.790, -3.059, 1.350], [1.315, -3.045, -0.111], [-1.632, -3.097, -0.554], [-5.178, -0.841, 0.163], [-3.496, 2.416, 0.584], [-4.274, 3.545, -0.537], [-2.734, 2.781, -0.972], [-5.733, 1.209, 0.673], [-6.486, 0.630, -0.822], [-6.341, 2.363, -0.515], [-3.805, 1.831, -3.130], [-5.276, 2.717, -2.680], [-5.361, 0.981, -3.028], [-3.457, -2.486, 2.621], [-4.850, -3.580, 2.741], [-5.060, -1.922, 2.160], [-2.290, -4.273, 1.267], [-3.014, -4.878, -0.223], [-3.739, -5.283, 1.339], [-6.167, -2.836, 0.043], [-5.932, -4.485, 0.636], [-5.311, -4.006, -0.956], [3.163, -0.402, 2.678], [4.541, 1.210, 2.316], [4.436, 2.960, 2.070], [4.523, 1.870, 0.677], [2.373, 1.287, 3.731], [0.934, 2.048, 3.049], [2.335, 3.038, 3.485], [2.505, 3.152, -0.170], [2.467, 4.043, 1.366], [1.026, 3.201, 0.756], [1.613, 1.069, -4.422], [3.060, 1.493, -3.534], [3.707, 2.723, -3.721], [4.843, 3.061, -3.006], [5.375, 2.187, -2.065], [4.739, 0.969, -1.854], [3.607, 0.629, -2.572], [3.287, 3.414, -4.440], [5.310, 4.027, -3.177], [6.259, 2.456, -1.496], [5.119, 0.277, -1.108], [3.106, -0.313, -2.383], [0.944, 5.048, -2.959], [0.065, 3.812, -2.729], [-0.754, 3.941, -1.801], [0.539, 5.916, -2.430], [1.090, 5.259, -4.021], [1.931, 4.796, -2.555]],
  "lowdin_charge": [0.553, -0.059, -0.563, -0.078, -0.060, -0.201, -0.092, -0.414, 1.086, -0.403, -0.084, -0.201, -0.005, -0.089, -0.375, -0.209, -0.535, -0.040, -0.090, -0.049, -0.564, -0.058, -0.079, -0.062, -0.376, -0.182, -0.081, -0.018, -0.520, -0.052, -0.061, -0.059, 0.072, 0.086, 0.071, 0.074, 0.083, 0.079, 0.072, 0.071, 0.086, 0.081, 0.084, 0.084, 0.088, 0.077, 0.057, 0.077, 0.075, 0.073, 0.076, 0.075, 0.080, 0.088, 0.072, 0.072, 0.080, 0.083, 0.074, 0.070, 0.071, 0.085, 0.092, 0.067, 0.076, 0.061, 0.064, 0.088, 0.072, 0.082, 0.076, 0.085, 0.449, -0.724, -0.156, -0.131, -0.147, -0.126, -0.132, 0.082, 0.085, 0.080, 0.095, 0.085, -0.126, -0.405, -0.129, 0.048, 0.047, 0.047]
}

---

We obtain relative energy (zero: lowest compared OMol25 entry of this formula, charge and spin) values of 1.135, 0.000 eV for the records listed above, in that order.